15
Properties=species:S:1:pos:R:3:nbo_charge:R:1 method="wB97M-V/def2-TZVPD" de_lowest_ev=4.469 energy_ha=-436.97917 gap_ev=9.867
C 0.839 -0.999 -0.390 -0.544
C -0.936 0.802 -1.189 -0.641
N 0.030 0.637 1.132 -0.419
C 0.251 -1.760 0.773 0.829
C -0.369 -0.074 -0.105 0.381
O 1.102 1.559 1.046 -0.568
O 0.433 -2.735 1.401 -0.476
O -1.176 -1.103 0.385 -0.572
H 0.712 2.406 0.785 0.461
H -0.311 0.394 2.059 0.394
H 0.820 -1.515 -1.346 0.240
H 1.850 -0.643 -0.191 0.239
H -1.821 1.312 -0.811 0.229
H -1.226 0.184 -2.036 0.227
H -0.197 1.534 -1.512 0.220